A 9-piece molecular cluster, C9H36O11 overall, computed with ωB97M-V/def2-TZVPD.

- ΔE to the lowest compared entry with this formula, charge and spin (kcal/mol) = 0.0
- HOMO-LUMO gap (Ha) = 0.3437
- structure (SMILES) = COCCOC.COCCOC.CO.O.O.O.O.O.O

Each line ends with the Löwdin charge.
Positions of all 56 atoms, in Å:
C -4.308 19.686 4.098  -0.11
O -5.634 20.114 4.185  -0.20
C -5.957 20.790 5.377  -0.18
C -5.310 22.183 5.477  -0.21
O -5.501 22.878 4.282  -0.20
C -4.823 24.092 4.160  -0.10
H -4.148 19.099 3.191  0.10
H -3.983 18.972 4.869  0.10
H -3.609 20.529 4.101  0.09
H -5.605 20.229 6.252  0.13
H -7.041 20.809 5.465  0.13
H -4.262 22.000 5.730  0.12
H -5.804 22.717 6.295  0.13
H -5.155 24.881 4.847  0.10
H -5.000 24.521 3.173  0.07
H -3.733 24.010 4.246  0.10
C -4.267 30.863 -2.736  -0.10
O -4.486 29.557 -2.241  -0.18
C -4.628 29.476 -0.849  -0.22
C -5.945 30.052 -0.361  -0.20
O -7.077 29.573 -1.056  -0.18
C -7.636 28.307 -0.785  -0.09
H -3.319 31.242 -2.331  0.09
H -5.082 31.546 -2.487  0.08
H -4.179 30.761 -3.816  0.09
H -3.791 29.909 -0.282  0.13
H -4.560 28.430 -0.534  0.11
H -5.937 31.127 -0.556  0.11
H -6.103 29.912 0.713  0.11
H -6.906 27.493 -0.710  0.08
H -8.306 28.069 -1.605  0.09
H -8.150 28.336 0.180  0.06
O -9.059 24.182 -0.322  -0.05
H -9.425 23.344 -0.017  0.06
H -8.199 23.952 -0.707  0.02
O -10.672 26.598 0.677  -0.07
H -10.241 25.895 0.170  -0.01
H -11.467 26.812 0.178  0.03
O -6.182 23.648 -0.337  -0.05
H -6.196 22.795 0.135  0.04
H -5.596 23.505 -1.090  0.08
O -6.470 21.681 1.934  -0.06
H -6.092 21.089 2.603  0.01
H -6.569 22.523 2.395  0.03
O -4.506 27.256 2.219  -0.07
H -5.390 27.022 1.900  -0.01
H -4.617 27.401 3.165  0.03
O -6.719 25.577 1.525  -0.08
H -6.278 24.933 0.930  0.01
H -7.658 25.499 1.308  0.03
C -8.462 29.079 2.793  -0.16
O -8.217 29.568 4.098  -0.12
H -8.177 28.037 2.673  0.07
H -9.513 29.112 2.496  0.08
H -7.889 29.710 2.111  0.06
H -8.411 30.500 4.192  0.07

---

A 10-piece molecular cluster, C72H157N7O10 overall, computed with ωB97M-V/def2-TZVPD.

- ΔE to the lowest compared entry with this formula, charge and spin (kcal/mol) = 88.3
- HOMO-LUMO gap (Ha) = 0.2983
- structure (SMILES) = CC1(C)CCCC(C)(C)N1O.CC1(C)CCCC(C)(C)N1O.CC1(C)CCCC(C)(C)N1O.CC1(C)CCCC(C)(C)N1O.CC1(C)CCCC(C)(C)N1O.CC1(C)CCCC(C)(C)N1O.CC1(C)CCCC(C)(C)N1O.CC(C)O.CC(C)O.CC(C)O

Each line ends with the Löwdin charge.
Positions of all 246 atoms, in Å:
C 12.463 19.594 12.387  -0.02
C 12.926 18.823 11.115  -0.45
C 14.253 19.316 10.483  -0.13
C 15.568 18.968 11.218  -0.17
C 15.680 17.406 11.340  -0.13
C 14.353 16.794 11.894  -0.42
N 13.096 17.328 11.267  -0.12
O 11.988 16.729 11.834  -0.01
C 14.481 15.277 11.607  -0.03
C 14.435 17.077 13.483  -0.02
C 11.815 19.024 10.033  -0.04
H 11.596 19.052 12.766  0.08
H 12.186 20.608 12.101  0.07
H 13.167 19.639 13.218  0.05
H 14.334 19.038 9.432  0.12
H 14.309 20.404 10.478  0.09
H 15.534 19.449 12.196  0.07
H 16.368 19.430 10.640  0.11
H 16.613 17.112 11.821  0.09
H 15.802 17.069 10.311  0.11
H 13.787 14.831 12.319  0.07
H 14.205 14.931 10.611  0.08
H 15.509 14.958 11.781  0.08
H 15.346 16.728 13.970  0.07
H 14.417 18.111 13.827  0.04
H 13.710 16.523 14.079  0.06
H 11.946 20.004 9.574  0.08
H 10.793 18.876 10.380  0.08
H 11.938 18.300 9.228  0.08
H 11.626 16.347 11.031  0.11
C 10.250 10.018 16.906  -0.04
C 10.668 11.456 16.600  -0.51
C 9.879 12.380 17.583  -0.12
C 10.357 13.882 17.668  -0.21
C 11.802 13.906 17.884  -0.15
C 12.724 13.031 16.877  -0.40
N 12.110 11.638 16.763  -0.09
O 12.764 10.854 15.782  -0.02
C 12.923 13.740 15.490  -0.02
C 14.042 12.939 17.678  -0.05
C 10.152 11.823 15.226  -0.05
H 10.821 9.322 16.291  0.08
H 9.197 9.823 16.700  0.08
H 10.390 9.636 17.917  0.08
H 8.821 12.518 17.357  0.11
H 9.771 12.071 18.623  0.11
H 9.816 14.303 18.516  0.11
H 10.033 14.430 16.783  0.10
H 11.942 13.781 18.958  0.12
H 12.079 14.932 17.641  0.09
H 13.729 14.462 15.620  0.06
H 13.299 13.173 14.638  0.08
H 12.020 14.306 15.264  0.07
H 14.745 12.405 17.038  0.08
H 14.497 13.921 17.810  0.05
H 14.039 12.488 18.671  0.09
H 10.649 11.334 14.388  0.09
H 10.304 12.883 15.020  0.07
H 9.088 11.752 15.001  0.09
H 13.402 10.414 16.348  0.10
C 14.368 25.364 10.520  -0.04
C 14.262 24.389 11.745  -0.43
C 15.299 23.247 11.417  -0.13
C 15.810 22.374 12.588  -0.20
C 16.315 23.248 13.740  -0.11
C 15.257 24.358 14.171  -0.43
N 14.779 25.117 12.942  -0.16
O 14.101 26.193 13.227  0.01
C 14.190 23.802 15.070  -0.04
C 16.134 25.316 15.103  -0.04
C 12.834 23.736 11.804  -0.01
H 14.341 24.948 9.513  0.08
H 15.331 25.872 10.559  0.08
H 13.650 26.184 10.530  0.07
H 15.004 22.537 10.645  0.10
H 16.250 23.643 11.060  0.11
H 16.463 21.558 12.279  0.08
H 14.972 21.730 12.855  0.08
H 17.292 23.670 13.503  0.12
H 16.413 22.549 14.570  0.10
H 13.867 22.842 14.669  0.07
H 14.592 23.591 16.061  0.07
H 13.332 24.472 15.130  0.09
H 16.571 24.856 15.990  0.08
H 16.808 25.935 14.511  0.08
H 15.466 26.098 15.465  0.07
H 12.191 24.505 12.231  0.07
H 12.886 22.852 12.440  0.05
H 12.369 23.449 10.861  0.08
H 13.270 25.815 13.522  0.09
C 10.236 19.509 27.172  -0.04
C 10.010 19.536 25.601  -0.40
C 10.526 21.000 25.184  -0.12
C 10.865 21.121 23.693  -0.19
C 11.873 20.058 23.267  -0.14
C 11.373 18.614 23.577  -0.45
N 10.914 18.495 25.005  -0.13
O 10.536 17.195 25.334  -0.02
C 10.206 18.267 22.597  -0.02
C 12.592 17.646 23.372  -0.02
C 8.462 19.345 25.219  -0.02
H 11.275 19.726 27.422  0.08
H 10.002 18.576 27.684  0.07
H 9.514 20.227 27.559  0.07
H 9.826 21.785 25.469  0.11
H 11.430 21.256 25.736  0.11
H 11.332 22.071 23.433  0.09
H 9.933 21.095 23.128  0.09
H 12.836 20.244 23.743  0.12
H 11.983 20.092 22.184  0.09
H 9.919 17.235 22.798  0.08
H 9.260 18.808 22.625  0.07
H 10.625 18.301 21.591  0.07
H 13.152 17.875 22.465  0.06
H 13.364 17.769 24.132  0.08
H 12.229 16.620 23.433  0.08
H 7.861 19.464 26.121  0.06
H 8.225 18.338 24.873  0.07
H 8.011 19.990 24.465  0.07
H 11.201 16.938 25.977  0.10
C 15.956 23.652 22.464  -0.01
C 15.930 25.188 22.197  -0.45
C 16.071 25.431 20.630  -0.17
C 14.966 25.057 19.750  -0.19
C 13.757 25.860 20.226  -0.12
C 13.402 25.782 21.747  -0.44
N 14.648 25.790 22.625  -0.12
O 14.487 25.767 24.009  0.00
C 12.463 26.972 22.095  -0.04
C 12.605 24.494 21.949  -0.05
C 17.171 25.951 22.776  -0.03
H 15.341 23.119 21.739  0.05
H 15.498 23.604 23.452  0.07
H 16.978 23.275 22.418  0.07
H 16.318 26.492 20.589  0.11
H 17.042 25.089 20.272  0.12
H 14.839 23.975 19.740  0.09
H 15.210 25.335 18.724  0.11
H 12.907 25.477 19.662  0.11
H 13.845 26.916 19.972  0.12
H 12.889 27.966 21.960  0.08
H 11.532 27.004 21.527  0.08
H 12.094 26.949 23.120  0.08
H 11.650 24.495 21.424  0.07
H 13.174 23.610 21.661  0.07
H 12.304 24.353 22.987  0.07
H 17.150 25.897 23.865  0.07
H 17.195 27.027 22.598  0.08
H 18.091 25.597 22.310  0.08
H 14.332 24.841 24.207  0.07
C 22.578 18.009 14.172  -0.04
C 21.578 19.099 14.675  -0.45
C 21.732 20.193 13.575  -0.14
C 20.525 21.169 13.381  -0.15
C 19.221 20.310 13.362  -0.12
C 19.043 19.398 14.593  -0.51
N 20.213 18.534 14.772  -0.13
O 20.139 17.603 15.764  0.00
C 18.736 20.276 15.754  -0.03
C 17.898 18.420 14.239  -0.02
C 22.088 19.776 15.985  -0.03
H 23.584 18.387 13.990  0.08
H 22.324 17.561 13.211  0.08
H 22.599 17.204 14.907  0.07
H 22.576 20.864 13.735  0.11
H 21.875 19.702 12.613  0.11
H 20.561 21.748 12.458  0.10
H 20.499 21.928 14.163  0.10
H 19.256 19.753 12.425  0.12
H 18.366 20.987 13.373  0.09
H 17.817 20.838 15.591  0.07
H 18.663 19.780 16.722  0.08
H 19.516 21.016 15.930  0.07
H 18.031 17.941 13.269  0.08
H 17.815 17.687 15.042  0.08
H 16.947 18.946 14.318  0.07
H 23.074 20.226 15.872  0.08
H 22.154 19.064 16.808  0.07
H 21.525 20.620 16.383  0.07
H 19.788 16.851 15.282  0.11
C 13.364 17.627 19.135  -0.02
C 14.639 17.891 18.312  -0.44
C 14.343 18.436 16.869  -0.12
C 13.980 19.899 16.988  -0.20
C 15.015 20.736 17.693  -0.12
C 15.360 20.261 19.165  -0.45
N 15.539 18.790 19.102  -0.10
O 16.089 18.319 20.291  -0.01
C 16.617 21.041 19.537  -0.02
C 14.224 20.669 20.128  -0.03
C 15.373 16.544 18.120  -0.03
H 12.884 16.775 18.653  0.06
H 12.709 18.492 19.036  0.06
H 13.474 17.350 20.184  0.08
H 15.147 18.357 16.137  0.10
H 13.465 17.936 16.461  0.12
H 13.021 19.941 17.505  0.10
H 13.836 20.350 16.007  0.10
H 14.664 21.768 17.682  0.10
H 15.966 20.737 17.160  0.09
H 17.172 20.692 20.407  0.07
H 17.337 21.005 18.719  0.07
H 16.431 22.100 19.716  0.07
H 13.207 20.283 20.060  0.06
H 14.609 20.355 21.098  0.08
H 14.176 21.758 20.155  0.05
H 16.454 16.674 18.065  0.08
H 15.100 15.797 17.375  0.06
H 15.281 16.089 19.106  0.08
H 16.853 17.776 20.085  0.07
C 11.093 22.795 18.527  -0.05
C 9.694 22.723 19.136  -0.44
C 9.636 21.579 20.204  -0.05
O 9.460 23.934 19.815  -0.07
H 11.881 22.270 19.067  0.06
H 11.383 23.830 18.346  0.07
H 11.248 22.380 17.531  0.07
H 8.878 22.694 18.413  0.13
H 10.433 21.624 20.946  0.06
H 9.644 20.594 19.737  0.08
H 8.693 21.564 20.751  0.07
H 8.912 23.922 20.602  0.09
C 19.822 15.860 19.799  -0.05
C 19.926 17.262 20.446  -0.50
C 20.246 18.299 19.449  -0.06
O 18.724 17.462 21.151  -0.04
H 20.547 15.608 19.026  0.08
H 18.949 15.815 19.148  0.06
H 19.772 15.049 20.525  0.08
H 20.844 17.195 21.029  0.14
H 19.737 18.192 18.491  0.06
H 21.291 18.419 19.164  0.08
H 19.870 19.248 19.831  0.08
H 18.926 18.158 21.780  0.05
C 17.035 19.283 23.635  -0.03
C 17.913 20.520 23.314  -0.48
C 18.418 21.176 24.586  -0.05
O 18.971 20.007 22.519  -0.06
H 17.377 18.798 24.549  0.08
H 17.050 18.539 22.838  0.06
H 16.021 19.668 23.745  0.07
H 17.254 21.208 22.785  0.09
H 19.040 22.051 24.396  0.08
H 18.906 20.445 25.230  0.08
H 17.573 21.437 25.224  0.08
H 19.487 20.762 22.226  0.10

---

One molecule with the formula C6H7ClS, computed with ωB97M-V/def2-TZVPD.

- ΔE to the lowest compared entry with this formula, charge and spin (kcal/mol) = 39.5
- HOMO-LUMO gap (Ha) = 0.3367
- structure (SMILES) = Cl[C@@H]1[C@H]2C=CSC[C@H]12

Each line ends with the Löwdin charge.
Positions of all 15 atoms, in Å:
C 0.475 0.216 -1.548  -0.62
C 0.785 -0.210 -0.140  -0.34
C 0.898 0.363 1.220  -0.38
C -1.255 -1.622 1.115  -0.44
C -1.344 -1.394 -0.225  -0.14
C -0.653 -0.150 -0.670  -0.30
H 0.810 -0.473 -2.322  0.10
H 1.124 -1.259 -0.213  0.15
H 1.867 0.340 1.765  0.08
H 0.554 1.374 1.313  0.07
H -1.877 -2.356 1.619  0.06
H -2.029 -2.007 -0.855  0.11
H -1.238 0.708 -0.312  0.15
S -0.269 -0.704 2.267  0.88
Cl 0.686 1.866 -2.105  0.62